[1]
C39H45N7O2PSbTl | ωB97M-V/def2-TZVPD

Values from the calculation:
Total charge: +3
Total energy, hartree: -2800.0824
Lowest unoccupied orbital energy, eV: -7.94
ΔE to the lowest compared entry with this formula, charge and spin, kJ/mol: 0.0
Gap between HOMO and LUMO, hartree: 0.2597

Element x y z (Å)
Tl: -0.4369 0.6446 0.9084
Sb: 0.9141 1.7546 -2.6144
P: -2.8127 -2.2098 -0.7281
O: 1.2480 -4.1446 1.8925
O: -0.2637 -2.5417 1.4190
N: -4.3289 -4.5049 -0.2444
N: 1.8427 -0.0879 -0.3412
N: 0.8503 2.8081 0.3180
N: -5.5149 -2.4021 -0.0317
N: -1.7975 1.7731 -1.2069
N: -4.9550 -3.2585 -2.2379
N: 1.5798 -5.0798 3.1178
C: 5.6742 -2.7356 4.7492
C: 2.9679 -4.9542 3.2994
C: 2.8921 -2.2144 -0.5921
C: 2.6157 -2.2131 -1.9448
C: -0.2493 -3.6508 3.5760
C: -1.9604 1.0729 -3.4858
C: 1.9849 -1.1067 -2.4963
C: -1.2959 -3.1525 4.3349
C: 3.5386 -3.9332 4.0620
C: -4.7525 -4.6399 -1.5921
C: -5.9650 -2.4848 -1.3735
C: 3.7212 -5.8865 2.5792
C: 5.0935 -5.8020 2.5875
C: 4.9383 -3.8297 4.0197
C: 1.5424 4.3829 -1.3319
C: 0.1895 -3.3408 2.1919
C: -1.2186 1.4435 -2.3711
C: -3.6516 -2.5142 -2.3624
C: 0.5628 -4.6350 4.0922
C: -3.3457 1.0549 -3.3919
C: -3.9396 1.4236 -2.1974
C: 1.6154 -0.0591 -1.6647
C: 5.6760 -4.7621 3.2943
C: -2.9718 -3.9593 -0.1256
C: 2.8387 -1.0591 1.6397
C: -3.1349 1.7871 -1.1197
C: -0.6630 -4.7020 6.0870
C: 0.7117 3.3450 2.6802
C: -1.4869 -3.6862 5.6016
C: 2.7318 -2.9545 4.8702
C: -4.3312 -1.5489 0.1162
C: 1.4361 5.0300 0.9558
C: -5.3095 -3.7377 0.5223
C: 1.7001 5.3592 -0.3566
C: 1.0145 3.7396 1.2625
C: 0.3901 -5.2053 5.3342
C: -3.7351 2.2894 0.1599
C: 2.4939 -1.1312 0.1825
C: 1.1096 3.1182 -0.9644
H: -0.8459 -5.1129 7.0706
H: 3.3534 -2.4917 5.6280
H: -4.1235 -1.4093 1.1786
H: 1.1135 2.3540 2.9006
H: -4.7466 1.9141 0.3124
H: 1.1474 4.0477 3.3872
H: 2.3439 -2.1525 4.2353
H: 2.0314 6.3543 -0.6222
H: -5.0172 1.4791 -2.1027
H: 1.8117 -1.0497 -3.5638
H: -3.1219 2.0198 1.0206
H: 3.2128 -6.6770 2.0343
H: 3.8510 -0.6660 1.7614
H: 6.7553 -4.6685 3.2891
H: -0.3671 3.3291 2.8579
H: -6.2594 -4.2737 0.5195
H: -1.9249 -2.3655 3.9425
H: 2.8077 -2.0478 2.0942
H: -2.2839 -4.5915 -0.6922
H: -3.9511 0.8009 -4.2542
H: 1.7599 4.6089 -2.3683
H: 1.0343 -5.9904 5.7083
H: 1.3134 -5.9172 2.5844
H: -2.2895 -3.3178 6.2256
H: -6.9010 -3.0400 -1.4369
H: -5.7191 -5.1406 -1.6470
H: -3.7907 3.3793 0.1338
H: -4.5495 -0.5590 -0.2958
H: -6.0825 -1.5009 -1.8259
H: -2.6582 -4.0052 0.9184
H: -1.4691 0.8482 -4.4241
H: 2.1650 -0.3853 2.1711
H: -4.9666 -3.6471 1.5514
H: 5.7030 -6.5191 2.0568
H: 6.7151 -2.7066 4.4376
H: -5.3540 -3.3881 -3.1690
H: -3.0020 -3.0975 -3.0164
H: -4.0217 -5.1715 -2.1998
H: 1.5545 5.7559 1.7485
H: 5.2393 -1.7550 4.5577
H: 2.9157 -3.0434 -2.5712
H: -3.8547 -1.5589 -2.8525
H: 3.4223 -3.0390 -0.1325
H: 1.8805 -3.4144 5.3809
H: 5.6586 -2.8993 5.8287

Atomic forces in eV per Å
Tl 0.2 0.3 -0.1
Sb 0.0 0.0 0.0
P 0.1 0.2 -0.1
O 0.2 -0.3 0.1
O 0.5 -0.6 0.1
N 0.1 0.0 0.0
N -0.1 -0.1 -0.1
N -0.1 0.0 -0.2
N 0.0 0.0 0.0
N -0.1 -0.2 0.0
N 0.0 0.0 0.0
N -1.5 1.7 -1.8
C -0.1 0.0 0.0
C 1.1 -0.7 0.3
C 0.0 -0.1 0.0
C 0.0 0.0 0.0
C 0.5 -0.4 -0.4
C 0.0 0.1 0.0
C 0.0 0.0 0.0
C 0.1 0.1 0.0
C 0.1 0.2 0.2
C 0.0 0.0 0.0
C 0.0 0.0 0.0
C -0.2 -0.1 0.0
C -0.1 0.0 0.0
C 0.0 0.0 0.1
C 0.0 0.0 0.0
C -0.9 0.6 0.7
C 0.0 0.0 0.0
C -0.1 0.0 -0.1
C -0.3 -0.8 0.1
C 0.0 0.0 0.0
C 0.0 0.0 0.0
C 0.0 0.0 0.0
C 0.2 0.1 0.0
C -0.1 -0.1 0.0
C 0.0 0.0 0.0
C 0.0 0.1 0.0
C 0.0 0.0 0.1
C 0.0 0.0 0.0
C 0.0 0.0 0.0
C -0.1 0.1 0.2
C -0.1 0.0 0.0
C 0.0 0.0 0.0
C 0.0 0.0 0.0
C 0.0 0.0 0.0
C 0.0 0.0 0.1
C -0.1 -0.1 -0.1
C 0.0 -0.1 0.0
C 0.0 0.0 0.0
C 0.1 0.1 0.1
H 0.0 0.0 0.0
H 0.1 0.0 0.0
H 0.0 0.0 0.0
H 0.0 0.0 0.0
H 0.0 0.0 0.0
H 0.0 0.0 0.0
H 0.0 0.0 0.1
H 0.0 0.0 0.0
H 0.0 0.0 0.0
H 0.0 0.0 0.0
H 0.0 0.0 0.0
H 0.1 0.0 0.0
H 0.0 0.0 0.0
H 0.0 0.0 0.0
H 0.0 0.0 0.0
H 0.0 0.0 0.0
H 0.0 0.0 0.0
H 0.1 0.0 0.0
H 0.0 0.0 0.0
H 0.0 0.0 0.0
H 0.0 0.0 0.0
H 0.0 0.0 0.0
H 0.2 -0.3 0.8
H 0.0 0.0 0.0
H 0.0 0.0 0.0
H 0.0 0.0 0.0
H 0.0 0.0 0.0
H 0.0 -0.1 0.0
H 0.0 0.0 0.0
H 0.0 0.0 0.0
H 0.0 0.0 0.0
H 0.0 0.0 0.0
H 0.0 0.0 0.0
H 0.0 0.0 0.0
H 0.0 0.0 0.0
H 0.0 0.0 0.0
H 0.0 0.0 0.0
H 0.0 0.0 0.0
H 0.0 0.0 0.0
H 0.0 0.0 0.0
H 0.0 0.0 0.0
H 0.0 -0.1 0.1
H 0.0 0.0 0.0
H 0.5 0.3 -0.1
H 0.0 0.0 0.0

[2]
C4H12 | ωB97M-V/def2-TZVPD

Values from the calculation:
Total charge: +1
Total energy, hartree: -159.1284
Lowest unoccupied orbital energy (spin up / spin down), eV: -2.93 / -11.49
Multiplicity: 2
ΔE to the lowest compared entry with this formula, charge and spin, kJ/mol: 108.9
Gap between HOMO and LUMO (spin up / spin down), hartree: 0.5083 / 0.1549

Element x y z (Å)
C: -1.8821 -0.6474 -0.7067
C: 0.8375 -0.0990 1.2033
C: 2.2329 0.3610 0.9590
C: -1.2113 0.4418 -1.4401
H: 2.5489 1.0881 1.7803
H: 0.1341 0.5910 0.6760
H: -1.3717 1.5073 -1.1705
H: -1.6327 0.4521 -2.4716
H: 0.5550 -1.1233 0.9587
H: 2.5318 0.8554 0.0398
H: 2.8166 -0.5484 1.0499
H: -2.4781 -0.3209 0.2052
H: -2.5183 -1.2156 -1.4193
H: 0.6465 -0.0970 2.2137
H: -0.1404 0.0524 -1.4867
H: -1.0687 -1.2975 -0.3909

Atomic forces in eV per Å
C -1.4 1.7 1.6
C 0.5 1.0 -1.5
C 0.3 1.7 1.2
C 0.2 0.3 0.8
H -0.1 -1.2 -0.8
H -0.2 -0.3 -0.4
H 0.2 -0.7 0.3
H 0.8 -0.1 -0.7
H -0.4 -0.5 -1.0
H -0.5 -0.3 -0.4
H 0.9 -0.5 0.3
H 0.6 -0.5 -1.3
H 0.2 -0.5 0.3
H -0.4 0.2 2.5
H -0.6 0.9 -1.0
H 0.0 -1.3 0.1

[3]
C16H22NO3RhS5Sb | ωB97M-V/def2-TZVPD

Values from the calculation:
Total charge: -1
Total energy, hartree: -3245.2746
Lowest unoccupied orbital energy, eV: 2.57
ΔE to the lowest compared entry with this formula, charge and spin, kJ/mol: 67.0
Gap between HOMO and LUMO, hartree: 0.2344

Element x y z (Å)
Sb: 0.0250 -0.1778 -1.4886
Rh: -0.9735 0.1030 1.1273
S: -1.7878 -2.1998 0.6740
S: 0.8386 2.7685 4.7393
S: 0.2182 1.9592 1.9005
S: -1.1443 0.9295 5.8845
S: -1.9807 -0.1210 3.1790
O: -2.4841 1.3382 0.4900
O: 0.3277 2.5815 7.3226
O: -1.2581 2.5420 -0.9641
N: 0.3490 -1.3081 1.7146
C: -0.9693 0.9334 4.1408
C: 1.5480 -1.2643 2.2971
C: 2.1774 -0.0636 -1.4483
C: -1.6601 0.9661 -3.7916
C: 1.6723 -3.6428 2.2082
C: -0.2387 -2.4743 1.3796
C: 2.2488 -2.4204 2.5621
C: 0.6140 -2.2046 -3.7795
C: -2.2841 2.3144 -0.3172
C: 2.6762 1.2005 -0.7556
C: 0.4294 -3.6825 1.6173
C: -0.0666 1.7705 3.6164
C: -3.4799 3.2477 -0.4277
C: -0.0914 -2.1122 -2.4320
C: 0.1021 2.1420 6.2225
C: -0.2430 1.0304 -3.2356
H: 2.3239 2.0997 -1.2659
H: 3.7688 1.2365 -0.7295
H: -2.3843 1.2677 -3.0342
H: -0.0030 2.0404 -2.9092
H: 0.1534 -1.5474 -4.5193
H: -4.3827 2.6746 -0.6397
H: 1.6663 -1.9232 -3.7040
H: 0.3354 -2.8106 -1.7086
H: -1.9208 -0.0440 -4.1207
H: 3.2181 -2.3697 3.0363
H: -3.6264 3.7435 0.5327
H: -3.3101 3.9914 -1.2032
H: 2.5364 -0.9608 -0.9358
H: 2.3117 1.2654 0.2704
H: -1.1475 -2.3722 -2.5123
H: 2.5372 -0.1111 -2.4793
H: 2.2032 -4.5664 2.4056
H: 0.5758 -3.2218 -4.1787
H: 0.4957 0.7064 -3.9720
H: -1.7850 1.6333 -4.6483
H: -0.0445 -4.6142 1.3416
H: 1.9131 -0.2732 2.5385

Atomic forces in eV per Å
Sb 0.2 0.4 0.6
Rh -0.1 -0.3 -0.9
S -0.1 0.1 0.0
S 0.1 -0.1 0.0
S 0.1 0.0 -0.1
S 0.1 -0.1 0.0
S 0.0 0.0 0.2
O 0.0 -0.1 0.1
O 0.2 -0.2 0.1
O 0.0 0.0 0.0
N 0.1 0.0 0.0
C 0.0 0.0 -0.1
C -0.1 0.0 0.0
C 0.0 0.0 -0.1
C 0.0 0.0 0.0
C 0.0 0.0 0.0
C 0.0 0.0 0.1
C 0.0 0.0 0.0
C 0.0 0.0 0.0
C 0.0 0.1 0.1
C 0.0 0.0 0.0
C 0.0 0.0 0.0
C 0.0 0.0 0.0
C 0.0 0.0 0.0
C 0.0 0.0 0.1
C -0.5 0.5 -0.1
C -0.1 0.0 0.0
H 0.0 0.0 0.0
H 0.0 0.0 0.0
H 0.0 0.0 0.0
H 0.0 0.0 0.0
H 0.0 0.0 0.0
H 0.0 0.0 0.0
H 0.0 0.0 0.0
H 0.0 0.0 0.0
H 0.0 0.0 0.0
H 0.0 0.0 0.0
H 0.0 0.0 0.0
H 0.0 0.0 0.0
H 0.0 0.0 0.0
H 0.0 0.0 0.0
H 0.0 0.0 0.0
H 0.0 0.0 0.0
H 0.0 0.0 0.0
H 0.0 0.0 0.0
H 0.0 0.0 0.0
H 0.0 0.0 0.0
H 0.0 0.0 0.0
H 0.0 0.0 0.0

[4]
C34H31F3FeN8O3 | ωB97M-V/def2-TZVPD

Values from the calculation:
Total energy, hartree: -3541.2696
Lowest unoccupied orbital energy (spin up / spin down), eV: 0.32 / 0.31
Multiplicity: 5
ΔE to the lowest compared entry with this formula, charge and spin, kJ/mol: 81.8
Gap between HOMO and LUMO (spin up / spin down), hartree: 0.2425 / 0.2631

Element x y z (Å)
Fe: 0.0990 1.1268 -0.2023
F: -1.2942 -0.2343 -2.6145
F: 0.7794 0.5407 -2.9297
F: -0.8898 1.8456 -2.7869
O: -1.2395 -0.1309 1.3607
O: 2.9317 0.0656 0.9372
O: 1.0246 -0.6525 -0.0759
N: -1.5023 -2.4437 1.2105
N: 1.7034 2.4087 -0.7826
N: -2.4249 3.4048 2.0204
N: 0.9759 1.7956 1.8835
N: 3.8170 2.7402 -0.1697
N: -0.9728 -3.5348 1.8758
N: -1.3563 2.5417 0.2621
N: 1.9444 -3.1779 -0.4643
C: 4.4426 3.4992 -3.7661
C: -3.1729 3.7696 0.9483
C: -4.4856 4.3793 0.9261
C: -4.3171 -2.7266 -1.8422
C: 2.5665 2.5026 0.1968
C: 2.2481 2.5027 1.6735
C: -0.1300 -1.6736 2.8988
C: -3.3769 -3.7176 -1.7730
C: 2.3906 2.8719 -1.9461
C: 4.8175 3.0729 -2.5171
C: 4.1959 -2.3509 -0.1972
C: 3.1166 3.5165 -4.0631
C: -3.3498 2.9657 -1.3433
C: 3.8030 2.8984 -1.5773
C: -1.7436 -4.8401 1.8844
C: -5.1733 4.3155 -0.3571
C: -0.3633 0.6868 -2.2015
C: -3.2520 -1.5080 -0.0752
C: 3.7721 -4.6006 -1.0965
C: -2.6605 3.0553 -0.1691
C: -0.9802 -1.2705 1.7473
C: -4.6209 3.5591 -1.4304
C: 2.7876 -2.1850 -0.0622
C: -2.3392 -3.5861 -0.8524
C: -1.2874 2.7829 1.5308
C: -0.1684 2.5488 2.5409
C: 4.6875 -3.6178 -0.7176
C: 2.2596 -0.8036 0.3560
C: 0.6418 -3.9846 3.7372
C: 2.0380 3.3946 -3.1326
C: -0.1601 -3.0204 2.9091
C: -2.3223 -2.5549 0.0509
C: -4.2280 -1.6052 -1.0803
C: 2.4226 -4.3116 -0.8870
H: -2.9611 2.3780 -2.1611
H: -3.2029 -0.7460 0.7065
H: -6.1926 4.7521 -0.4272
H: 3.0734 2.1529 2.2914
H: 5.2740 3.8612 -4.4755
H: 1.1133 0.9304 2.3853
H: -5.1858 -2.7645 -2.5150
H: 1.5484 -3.4429 3.9814
H: 0.6482 -4.9688 3.2865
H: 3.9990 -5.6214 -1.3427
H: -5.2084 3.5921 -2.3791
H: -2.6380 3.5688 3.0005
H: -0.5055 2.0173 3.4629
H: -2.2723 -4.8900 0.9097
H: 1.6956 -5.1314 -1.1588
H: -1.5485 -4.3940 -0.8327
H: -2.4871 -4.8122 2.7251
H: 4.7987 -1.5879 0.2211
H: 5.8645 3.0667 -2.2182
H: 5.7488 -3.7737 -0.8002
H: 0.3385 -1.1722 3.8145
H: 2.8922 3.6656 -5.1220
H: 4.6025 3.0056 0.3604
H: 1.0097 3.5428 -3.4303
H: 2.0405 3.6384 1.8183
H: -3.5968 -4.6679 -2.2652
H: 0.1514 3.5357 2.8592
H: -0.9447 -5.6304 2.0697
H: -4.9441 -0.8225 -1.1670
H: -4.9527 4.6896 1.8139
H: 0.1878 -4.2317 4.7517

Atomic forces in eV per Å
Fe 0.1 -0.9 -0.5
F 0.5 -0.6 -0.3
F 0.1 -1.0 -0.7
F -0.3 0.9 -0.3
O -0.2 0.2 -0.1
O 0.1 -1.4 -0.2
O 2.6 -0.2 1.2
N 0.6 0.2 0.1
N 0.2 1.8 -0.1
N 1.6 0.4 0.6
N -1.1 0.9 1.1
N 0.5 0.1 -2.9
N 0.7 -0.5 0.5
N -1.5 0.6 -0.1
N -0.4 1.7 1.1
C 2.0 -0.1 -0.9
C -3.9 -0.5 -1.0
C 1.5 -1.8 -3.5
C -1.3 0.0 -1.4
C -0.2 -0.7 1.1
C -1.7 1.9 -0.8
C -0.3 0.0 0.5
C -0.2 -0.6 0.6
C 2.5 -0.8 3.3
C 0.3 0.7 2.3
C -1.8 -2.6 -0.4
C -2.1 1.2 -1.2
C -1.1 -0.2 -1.0
C -1.0 -0.2 -0.7
C 1.1 1.1 1.0
C 1.0 -0.6 1.8
C -0.7 0.8 0.6
C -0.4 -0.7 -0.1
C 0.1 1.0 1.2
C 2.0 0.9 2.1
C 0.3 0.1 1.4
C -0.4 1.4 0.2
C 1.9 -0.9 -1.0
C 1.4 -2.2 -0.5
C -1.1 0.2 1.7
C 1.0 -1.0 -1.1
C -1.1 1.5 0.5
C -2.8 0.0 -1.2
C -1.7 0.3 1.8
C 0.6 -0.9 -2.4
C -1.1 -2.2 -1.1
C -0.6 1.8 0.6
C 1.3 1.0 1.9
C -0.3 -1.4 -0.9
H 0.1 0.1 -0.1
H -0.3 0.0 -0.8
H 0.9 -0.3 -0.1
H -0.1 0.0 -0.1
H -1.7 -1.0 0.8
H 0.2 -0.2 -0.3
H 0.5 -0.4 0.2
H 0.6 -0.7 -0.3
H 1.0 0.1 -0.4
H 0.5 0.0 -0.4
H 0.8 -0.4 0.8
H 0.2 0.1 -0.6
H -0.1 0.2 -0.9
H 0.6 -0.5 1.0
H 0.5 1.0 0.4
H -0.9 1.1 0.1
H 0.6 -0.2 -0.7
H 0.8 0.6 0.0
H -0.2 0.0 0.0
H 0.2 -0.1 0.0
H -0.7 -0.1 -2.1
H -0.4 0.5 0.4
H 0.6 -0.1 0.9
H 0.0 -0.3 -0.1
H 0.5 -1.7 0.4
H 0.7 0.4 -0.2
H 0.2 0.2 0.1
H -1.4 0.8 -0.5
H -0.5 0.5 -0.1
H -0.5 0.7 0.9
H 0.1 0.7 -1.1

Among the records above, which one has the lowest total energy? C34H31F3FeN8O3

What did the third record say?
C16H22NO3RhS5Sb | ωB97M-V/def2-TZVPD

Values from the calculation:
Total charge: -1
Total energy, hartree: -3245.2746
Lowest unoccupied orbital energy, eV: 2.57
ΔE to the lowest compared entry with this formula, charge and spin, kJ/mol: 67.0
Gap between HOMO and LUMO, hartree: 0.2344

Element x y z (Å)
Sb: 0.0250 -0.1778 -1.4886
Rh: -0.9735 0.1030 1.1273
S: -1.7878 -2.1998 0.6740
S: 0.8386 2.7685 4.7393
S: 0.2182 1.9592 1.9005
S: -1.1443 0.9295 5.8845
S: -1.9807 -0.1210 3.1790
O: -2.4841 1.3382 0.4900
O: 0.3277 2.5815 7.3226
O: -1.2581 2.5420 -0.9641
N: 0.3490 -1.3081 1.7146
C: -0.9693 0.9334 4.1408
C: 1.5480 -1.2643 2.2971
C: 2.1774 -0.0636 -1.4483
C: -1.6601 0.9661 -3.7916
C: 1.6723 -3.6428 2.2082
C: -0.2387 -2.4743 1.3796
C: 2.2488 -2.4204 2.5621
C: 0.6140 -2.2046 -3.7795
C: -2.2841 2.3144 -0.3172
C: 2.6762 1.2005 -0.7556
C: 0.4294 -3.6825 1.6173
C: -0.0666 1.7705 3.6164
C: -3.4799 3.2477 -0.4277
C: -0.0914 -2.1122 -2.4320
C: 0.1021 2.1420 6.2225
C: -0.2430 1.0304 -3.2356
H: 2.3239 2.0997 -1.2659
H: 3.7688 1.2365 -0.7295
H: -2.3843 1.2677 -3.0342
H: -0.0030 2.0404 -2.9092
H: 0.1534 -1.5474 -4.5193
H: -4.3827 2.6746 -0.6397
H: 1.6663 -1.9232 -3.7040
H: 0.3354 -2.8106 -1.7086
H: -1.9208 -0.0440 -4.1207
H: 3.2181 -2.3697 3.0363
H: -3.6264 3.7435 0.5327
H: -3.3101 3.9914 -1.2032
H: 2.5364 -0.9608 -0.9358
H: 2.3117 1.2654 0.2704
H: -1.1475 -2.3722 -2.5123
H: 2.5372 -0.1111 -2.4793
H: 2.2032 -4.5664 2.4056
H: 0.5758 -3.2218 -4.1787
H: 0.4957 0.7064 -3.9720
H: -1.7850 1.6333 -4.6483
H: -0.0445 -4.6142 1.3416
H: 1.9131 -0.2732 2.5385

Atomic forces in eV per Å
Sb 0.2 0.4 0.6
Rh -0.1 -0.3 -0.9
S -0.1 0.1 0.0
S 0.1 -0.1 0.0
S 0.1 0.0 -0.1
S 0.1 -0.1 0.0
S 0.0 0.0 0.2
O 0.0 -0.1 0.1
O 0.2 -0.2 0.1
O 0.0 0.0 0.0
N 0.1 0.0 0.0
C 0.0 0.0 -0.1
C -0.1 0.0 0.0
C 0.0 0.0 -0.1
C 0.0 0.0 0.0
C 0.0 0.0 0.0
C 0.0 0.0 0.1
C 0.0 0.0 0.0
C 0.0 0.0 0.0
C 0.0 0.1 0.1
C 0.0 0.0 0.0
C 0.0 0.0 0.0
C 0.0 0.0 0.0
C 0.0 0.0 0.0
C 0.0 0.0 0.1
C -0.5 0.5 -0.1
C -0.1 0.0 0.0
H 0.0 0.0 0.0
H 0.0 0.0 0.0
H 0.0 0.0 0.0
H 0.0 0.0 0.0
H 0.0 0.0 0.0
H 0.0 0.0 0.0
H 0.0 0.0 0.0
H 0.0 0.0 0.0
H 0.0 0.0 0.0
H 0.0 0.0 0.0
H 0.0 0.0 0.0
H 0.0 0.0 0.0
H 0.0 0.0 0.0
H 0.0 0.0 0.0
H 0.0 0.0 0.0
H 0.0 0.0 0.0
H 0.0 0.0 0.0
H 0.0 0.0 0.0
H 0.0 0.0 0.0
H 0.0 0.0 0.0
H 0.0 0.0 0.0
H 0.0 0.0 0.0